# 1
The molecule C4H6N2O. Source: the OMol25 dataset; level of theory: the ωB97M-V functional and the def2-TZVPD basis.

Element x y z (Å)
N (-2.1119, 0.5841, -0.6080)
C (-0.8201, 0.1793, -0.2990)
C (-0.4848, -1.1775, -0.3452)
N (0.8954, -1.2080, -0.0319)
C (1.3284, 0.0335, 0.2206)
O (2.6390, 0.2058, 0.4835)
C (0.2860, 0.9481, 0.1170)
H (-2.6623, -0.1883, -0.9662)
H (-2.6079, 1.1295, 0.0809)
H (-1.1138, -1.5737, 0.4501)
H (1.5113, -1.9975, -0.1547)
H (2.7867, 1.1350, 0.6929)
H (0.3129, 2.0000, 0.3606)

- Gap between HOMO and LUMO: 0.3026 Eh
- SMILES: Nc1c[nH]c(O)c1
- Total charge: 0
- Maximum force: 1.39 eV Å⁻¹
- E_HOMO: -0.2758 Eh

Results of the natural (NBO) charge analysis, in e, for atoms 1 through 4: -0.81, 0.20, -0.33, -0.54


# 2
The molecule C4H6N2O. Source: the OMol25 dataset; level of theory: the ωB97M-V functional and the def2-TZVPD basis.

Element x y z (Å)
C (2.0630, -0.3567, 0.1083)
C (0.6006, -0.1077, -0.0191)
N (-0.2352, -0.6531, -0.7963)
C (-1.5080, 0.0628, -0.5449)
C (-1.2613, 1.1973, 0.4689)
O (-2.4334, -0.7858, 0.0821)
N (0.0000, 0.9498, 0.7652)
H (2.3836, -1.0943, -0.6279)
H (2.3249, -0.7090, 1.1123)
H (2.6015, 0.5823, -0.0660)
H (-1.8651, 0.4426, -1.5122)
H (-3.1455, -0.9912, -0.5265)
H (0.5033, 1.4307, 1.5003)

- Gap between HOMO and LUMO: 0.3463 Eh
- Total charge: 0
- Maximum force: 0.56 eV Å⁻¹
- E_HOMO: -0.3241 Eh

Results of the natural (NBO) charge analysis, in e, for atoms 1 through 4: -0.68, 0.41, -0.42, 0.09


# 3
The molecule C4H6N2O. Source: the OMol25 dataset; level of theory: the ωB97M-V functional and the def2-TZVPD basis.

Element x y z (Å)
C (-1.0233, -0.3734, -0.1456)
N (-1.7352, -0.8310, 0.8907)
C (-0.3875, 1.6890, 0.6892)
C (1.3028, 0.6244, -0.5196)
C (1.9642, -0.4452, -0.9369)
N (0.2295, 0.5669, 0.3884)
O (-1.1162, -0.6689, -1.2940)
H (-1.5970, -0.4610, 1.8159)
H (-2.4912, -1.4743, 0.7217)
H (-1.2112, 1.5244, 1.4141)
H (1.5671, 1.6374, -0.8029)
H (2.8544, -0.3427, -1.5357)
H (1.6438, -1.4457, -0.6853)

- Gap between HOMO and LUMO: 0.3172 Eh
- Total charge: 0
- Maximum force: 4.24 eV Å⁻¹
- E_HOMO: -0.2977 Eh

Results of the natural (NBO) charge analysis, in e, for atoms 1 through 4: 0.80, -0.83, -0.06, -0.03


# 4
The molecule C4H6N2O. Source: the OMol25 dataset; level of theory: the ωB97M-V functional and the def2-TZVPD basis.

Element x y z (Å)
C (0.3515, 2.0010, -0.2269)
C (0.1025, 0.5386, -0.0398)
C (0.4095, -0.5587, -0.8178)
C (-0.1228, -1.6463, -0.0858)
O (-0.1406, -2.9493, -0.4312)
N (-0.6898, -1.2763, 1.0446)
N (-0.5488, 0.0663, 1.0462)
H (1.0996, 2.3756, 0.4842)
H (-0.5778, 2.5674, -0.0862)
H (0.7149, 2.2051, -1.2385)
H (0.9390, -0.5537, -1.7606)
H (-0.6727, -3.3603, 0.2685)
H (-0.8643, 0.5905, 1.8434)

- Gap between HOMO and LUMO: 0.3547 Eh
- SMILES: Cc1cc(O)n[nH]1
- Total charge: 0
- Maximum force: 0.36 eV Å⁻¹
- E_HOMO: -0.3205 Eh

Results of the natural (NBO) charge analysis, in e, for atoms 1 through 4: -0.65, 0.18, -0.40, 0.43


# 5
The molecule C4H6N2O. Source: the OMol25 dataset; level of theory: the ωB97M-V functional and the def2-TZVPD basis.

Element x y z (Å)
C (1.5598, -1.0005, 0.1049)
N (0.1589, -0.5261, -0.0322)
N (-0.9906, -1.2955, -0.1393)
C (-1.9625, -0.3356, 0.0219)
C (-1.5292, 0.9814, 0.1123)
C (-0.1697, 0.8127, 0.0299)
O (0.7834, 1.8007, -0.0558)
H (1.2979, -2.0915, 0.2244)
H (2.0038, -0.4505, 0.9690)
H (2.2265, -0.7797, -0.7778)
H (-2.9833, -0.5875, -0.0989)
H (-2.0525, 1.9833, 0.1160)
H (1.6575, 1.4888, -0.4745)

- Gap between HOMO and LUMO: 0.3345 Eh
- SMILES: Cn1nccc1O
- Total charge: 0
- Maximum force: 2.72 eV Å⁻¹
- E_HOMO: -0.3165 Eh

Results of the natural (NBO) charge analysis, in e, for atoms 1 through 4: -0.44, -0.22, -0.29, -0.03


# 6
A cluster of 3 separate species, C4H6N2O in total. Source: the OMol25 dataset; level of theory: the ωB97M-V functional and the def2-TZVPD basis.

Element x y z (Å)
C (0.6960, 1.0576, -1.5833)
C (-0.1015, -0.1128, 1.8677)
C (-1.0891, -0.7392, 1.0892)
C (-0.6444, -0.7719, -0.1971)
H (0.6418, -0.4208, -3.3932)
H (1.1184, 2.1440, -1.3496)
H (0.8669, -0.7493, 2.2110)
H (-0.3383, 0.4593, 3.1968)
H (-1.6627, -1.4025, 1.6578)
H (-0.9423, -1.1828, -1.0745)
N (0.6268, 0.8562, -2.7692)
N (0.4607, 0.0199, -0.4604)
O (0.3678, 0.8422, 0.8049)

- Gap between HOMO and LUMO: 0.3228 Eh
- Total charge: 0
- Maximum force: 8.13 eV Å⁻¹
- E_HOMO: -0.3086 Eh

Results of the natural (NBO) charge analysis, in e, for atoms 1 through 4: 0.25, -0.06, -0.36, 0.02


# 7
A structure of composition C4H6N2O. Source: the OMol25 dataset; level of theory: the ωB97M-V functional and the def2-TZVPD basis.

Element x y z (Å)
C (0.6521, 0.7460, 2.0117)
C (0.0291, 0.4156, 0.6903)
N (-0.4703, 1.3933, -0.0922)
O (-0.7366, 0.7374, -1.2791)
C (-0.3626, -0.5360, -1.1987)
N (-0.4165, -1.2320, -2.3645)
C (0.0876, -0.9316, 0.0898)
H (0.2578, 1.6892, 2.3879)
H (0.5036, -0.0516, 2.7456)
H (1.7307, 0.8419, 1.8529)
H (0.1199, -2.0863, -2.3961)
H (-0.4081, -0.6894, -3.2176)
H (-0.9867, -0.2963, 0.7700)

- Gap between HOMO and LUMO: 0.3408 Eh
- Total charge: 0
- Maximum force: 1.70 eV Å⁻¹
- E_HOMO: -0.3218 Eh

Results of the natural (NBO) charge analysis, in e, for atoms 1 through 4: -0.62, -0.06, -0.17, -0.28


# 8
The molecule C4H6N2O. Source: the OMol25 dataset; level of theory: the ωB97M-V functional and the def2-TZVPD basis.

Element x y z (Å)
N (-1.9007, 0.5443, -0.0012)
C (-0.4935, 0.3316, -0.0079)
C (0.6319, 1.2078, 0.0466)
C (1.7533, 0.4201, 0.0314)
N (1.3547, -0.9044, -0.0338)
C (-0.0028, -0.9440, -0.0311)
O (-0.7020, -2.1001, 0.0089)
H (-2.2573, 0.5852, -0.9495)
H (-2.1446, 1.4155, 0.4538)
H (0.6086, 2.2874, 0.1370)
H (2.7887, 0.6769, 0.1773)
H (1.9523, -1.7113, -0.1206)
H (-1.5885, -1.8090, 0.2892)

- Gap between HOMO and LUMO: 0.3092 Eh
- SMILES: Nc1cc[nH]c1O
- Total charge: 0
- Maximum force: 0.30 eV Å⁻¹
- E_HOMO: -0.2737 Eh

Results of the natural (NBO) charge analysis, in e, for atoms 1 through 4: -0.84, -0.05, -0.31, -0.09


# 9
The molecule C4H6N2O. Source: the OMol25 dataset; level of theory: the ωB97M-V functional and the def2-TZVPD basis.

Element x y z (Å)
N (0.2875, -0.7652, -1.7355)
C (-0.1168, -0.3359, -0.5220)
C (-1.3565, -0.2670, 0.0581)
C (-1.1576, 0.3524, 1.3371)
N (0.0797, 0.7006, 1.6038)
C (0.8360, 0.2006, 0.4609)
O (1.9644, 0.8539, 0.0379)
H (-0.3177, -1.2859, -2.3295)
H (1.2463, -0.6496, -1.9843)
H (-2.3025, -0.5857, -0.3655)
H (-1.9386, 0.5229, 2.0717)
H (1.1386, -0.5473, 1.2780)
H (1.7204, 1.7847, -0.0357)

- Gap between HOMO and LUMO: 0.3255 Eh
- SMILES: NC1=CC=N[C@@H]1O
- Total charge: 0
- Maximum force: 3.25 eV Å⁻¹
- E_HOMO: -0.2987 Eh

Results of the natural (NBO) charge analysis, in e, for atoms 1 through 4: -0.78, 0.20, -0.40, 0.05


# 10
A cluster of 2 separate species, C4H6N2O in total. Source: the OMol25 dataset; level of theory: the ωB97M-V functional and the def2-TZVPD basis.

Element x y z (Å)
C (-0.6823, -1.2484, -0.0679)
C (0.0000, 0.0000, 0.0000)
N (1.2641, 0.0783, 0.4126)
C (1.8301, -1.0899, 0.7358)
N (1.2758, -2.3131, 0.7877)
C (0.0188, -2.4116, 0.2780)
H (-1.6974, -1.2561, -0.4864)
H (-0.4449, 0.9507, -0.3224)
H (2.8876, -1.0670, 1.0303)
H (-0.4540, -3.3993, 0.1971)
O (1.5878, -4.1494, 3.1944)
H (1.5360, -4.3291, 2.2283)
H (1.1771, -4.9382, 3.6158)

- Gap between HOMO and LUMO: 0.3892 Eh
- SMILES: c1cncnc1.O
- Total charge: 0
- Maximum force: 1.59 eV Å⁻¹
- E_HOMO: -0.3689 Eh

Results of the natural (NBO) charge analysis, in e, for atoms 1 through 4: -0.31, 0.07, -0.44, 0.25


# 11
The molecule C4H6N2O. Source: the OMol25 dataset; level of theory: the ωB97M-V functional and the def2-TZVPD basis.

Element x y z (Å)
H (-1.7432, 1.0375, 3.0330)
N (-1.4215, 0.5214, 2.2132)
C (-1.3702, 1.2813, 1.1996)
C (-0.9923, 0.7575, -0.1466)
N (-0.8273, -0.7764, -0.2977)
C (0.1689, -0.0318, -0.4332)
O (1.4269, -0.0475, -0.8052)
C (1.8811, -1.3576, -1.1786)
H (-1.6292, 2.3498, 1.2188)
H (-1.4844, 1.2746, -0.9760)
H (2.7237, -1.2091, -1.8526)
H (2.1891, -1.9054, -0.2865)
H (1.0785, -1.8943, -1.6883)

- Gap between HOMO and LUMO: 0.3995 Eh
- SMILES: [H]/N=C/[C@@H]1N=C1OC
- Total charge: 0
- Maximum force: 0.50 eV Å⁻¹
- E_HOMO: -0.3647 Eh

Results of the natural (NBO) charge analysis, in e, for atoms 1 through 4: 0.34, -0.59, 0.10, -0.20


# 12
The molecule C4H6N2O. Source: the OMol25 dataset; level of theory: the ωB97M-V functional and the def2-TZVPD basis.

Element x y z (Å)
O (-2.0442, -0.7488, -0.8829)
C (-0.7986, -0.4260, -0.5993)
N (-0.3509, 0.8081, -0.8662)
C (0.9619, 0.9510, -0.2184)
C (1.0642, -0.3855, 0.5354)
C (0.0537, -0.7992, 1.5441)
N (0.0480, -1.2904, -0.0579)
H (-1.0026, 1.5740, -0.9592)
H (0.9610, 1.8104, 0.4599)
H (1.7469, 1.0875, -0.9699)
H (2.0591, -0.8224, 0.5975)
H (-2.1879, -1.6065, -0.4461)
H (-0.7170, 0.0075, 1.5669)

- Gap between HOMO and LUMO: 0.2926 Eh
- Total charge: 0
- Maximum force: 0.34 eV Å⁻¹
- E_HOMO: -0.2704 Eh

Results of the natural (NBO) charge analysis, in e, for atoms 1 through 4: -0.63, 0.77, -0.58, -0.24


Q: What is the E_HOMO in the ninth record?
A: -0.2987 Eh